DFT (the ωB97M-V functional and the def2-TZVPD basis) results for an isolated molecule of C3H5NO4S at a distorted geometry.

```
14
Properties=species:S:1:pos:R:3:forces:R:3
S 1.07161 -1.15792 0.18539 -1.0699 2.4352 1.4285
O 0.50298 -1.66981 -1.20655 -6.0671 0.5071 3.1672
O 1.81524 2.49997 -0.19517 1.2420 1.0589 -1.1716
O 1.56908 1.53002 0.88900 0.9053 -1.0810 3.1337
O 1.58613 -2.14920 1.11766 -0.9049 -0.6525 -0.2962
N -0.22472 1.49987 -0.73066 -2.5964 -0.5009 -0.1834
C 0.79091 1.65209 -0.12005 1.1324 2.1123 -0.5061
C -1.28821 0.68549 -0.14185 0.1865 -0.9461 -0.4115
C -0.88356 -0.61329 0.57355 1.9884 -1.7330 -1.9859
H -1.95280 1.18791 0.55262 0.2764 0.8483 0.0543
H -1.39784 -1.53257 0.19924 0.2729 0.8901 0.3850
H 1.15747 -1.90580 -1.71309 5.8446 -2.1065 -4.7876
H -1.85588 0.55131 -1.03052 -1.0113 -1.0645 -0.3366
H -0.89041 -0.57807 1.62043 -0.1987 0.2326 1.5103
```
Forces are in eV/Å.

The lowest unoccupied orbital energy comes out at 0.29 eV. For the frontier orbital gap, the calculation gives 9.48 eV. As for the spin multiplicity: 1. As for the energy above the lowest of the compared OMol25 structures with the same formula, charge and spin: 104.76 kcal/mol.

DFT (the ωB97M-V functional and the def2-TZVPD basis) results for a structure of composition C19H16N7O2PbS at a distorted geometry.

```
46
Properties=species:S:1:pos:R:3:forces:R:3
Pb 0.00000 0.00000 0.00000 1.6646 2.1020 0.1400
S -2.05623 -0.78873 -1.29395 -0.8551 0.1994 -1.1817
O 1.64914 -2.25221 -3.06598 -0.5952 1.0201 1.4283
O 2.11761 -3.50617 -0.64409 -0.7892 1.5542 0.3266
N 0.86524 -1.05587 1.59939 1.6692 -3.5685 3.2969
N -0.51908 2.21690 0.00626 -0.8723 3.5443 2.6696
N -1.70990 0.26264 1.16125 -4.6293 1.0134 1.7886
N 0.86903 -1.57395 -0.98302 1.1852 -2.3977 -0.8582
N -3.55595 -2.47446 -0.04016 0.2637 -0.2917 0.4548
N 0.17915 0.77897 -1.94490 0.4703 1.1162 -6.1009
N -2.59262 -0.80340 1.28650 0.1192 -1.0285 0.6788
C -2.79745 -1.36662 0.13418 0.5435 0.3801 -0.1279
C -0.07675 2.32174 -3.78343 0.2383 -0.4377 0.0868
C 1.13417 -1.45508 -2.28139 0.4629 -0.7700 -3.4533
C 0.45661 1.38906 -4.66612 0.0877 -0.1431 0.1052
C 1.47765 -2.20478 1.19771 0.0040 0.1358 0.7017
C 0.84630 -0.80803 2.92227 -0.2438 0.3154 -0.1097
C 2.02746 -2.81193 3.44874 -0.0423 0.0417 -0.2674
C -0.01822 4.56756 -0.14304 -0.1509 -0.2540 0.1720
C 2.06624 -3.09968 2.08715 -0.1148 0.3901 0.2159
C 1.52214 -2.49306 -0.27661 1.3235 -2.9749 0.7205
C 1.40620 -1.64387 3.87707 0.0206 0.0373 -0.3771
C -1.55858 2.54933 0.79573 0.4155 0.0094 -0.0836
C 0.85286 0.14554 -4.18146 -0.1149 0.3267 0.1781
C 0.22560 3.23636 -0.45408 1.2071 0.6264 2.0578
C -1.90683 3.84062 1.15525 0.3850 0.4176 -0.3130
C -0.19305 1.97127 -2.44653 -0.7845 -0.6655 -1.6170
C -2.32055 1.39315 1.22019 0.4249 -0.0872 0.3811
C 0.69919 -0.12273 -2.82395 -0.1694 0.8569 -0.2620
C -1.10332 4.87216 0.67860 -0.0969 -0.0674 -0.0404
H -1.32116 5.90293 0.93908 0.0372 -0.1197 -0.0234
H 1.04750 2.94247 -1.09957 0.3520 0.3831 0.7140
H 2.47989 -3.49372 4.16075 -0.0676 0.0804 -0.0477
H -2.76096 4.03369 1.79089 0.0239 -0.0632 -0.0350
H -0.60135 2.66260 -1.71663 -0.8871 -0.8717 -2.6680
H -3.37882 1.50660 1.50372 0.5481 -0.4350 -0.1347
H 0.35114 0.11571 3.20335 -0.0030 -0.0626 0.1173
H -0.39366 3.29910 -4.12587 -0.0143 -0.0598 0.0926
H 2.54420 -3.99824 1.71282 -0.1293 0.1973 -0.1246
H -3.25717 -2.88800 -0.91590 -0.4965 -0.4039 0.1573
H 1.64610 0.73051 -0.19344 0.3253 0.4231 0.9979
H -3.45242 -3.08477 0.75535 -0.5233 -0.4033 0.1138
H 1.35914 -1.38804 4.92824 -0.0382 0.0625 -0.1306
H 0.62223 5.34699 -0.53874 -0.0521 -0.1212 0.0222
H 0.56732 1.62136 -5.71987 -0.0363 -0.0177 0.0990
H 1.27645 -0.60763 -4.83668 -0.0653 0.0112 0.2395
```
Forces are in eV/Å.

The lowest unoccupied orbital energy comes out at -4.42 eV. The total charge is +1. For the frontier orbital gap, the calculation gives 7.22 eV. As for the spin multiplicity: 1.

DFT (the ωB97M-V functional and the def2-TZVPD basis) results for a structure of composition C5H11NO at a distorted geometry.

```
18
Properties=species:S:1:pos:R:3:forces:R:3
O 1.38647 0.37598 -1.59214 -1.7057 1.0318 0.5047
N 0.30747 1.14277 -0.46431 0.3363 -0.0315 -2.3183
C 1.62085 0.70106 -0.29001 0.6614 0.1284 1.4350
C -0.82747 -1.14100 -0.76621 -0.0322 -0.1462 0.0654
C -1.77931 0.64720 0.75865 0.2164 0.0633 0.0391
C 1.91185 -0.34236 0.73893 0.2175 -0.2954 0.0275
C -0.92070 0.35385 -0.48466 -0.1928 -0.1637 -0.2541
H -1.41283 0.84247 -1.33196 -0.2960 -0.3240 0.0415
H 2.26223 1.58023 -0.22307 0.2668 0.0093 0.3446
H 2.98553 -0.37015 0.91294 0.0175 -0.2341 0.1582
H -1.84450 1.71972 0.96134 0.0243 -0.1153 -0.0433
H -0.08397 -1.34354 -1.53985 -0.2303 0.0041 0.1413
H 1.55546 -1.30908 0.38813 0.1134 -0.0416 0.1639
H -1.80699 -1.48315 -1.11195 0.0817 -0.0164 0.0518
H 1.39532 -0.07344 1.66943 0.2170 -0.0970 -0.1164
H -0.57347 -1.71158 0.13244 -0.0395 0.0503 -0.0852
H -2.79736 0.26522 0.59583 0.3363 0.1003 -0.0443
H -1.37860 0.14581 1.64647 0.0079 0.0778 -0.1113
```
Forces are in eV/Å.

The lowest unoccupied orbital energy comes out at 0.43 eV. For the frontier orbital gap, the calculation gives 10.22 eV. As for the spin multiplicity: 1. As for the energy above the lowest of the compared OMol25 structures with the same formula, charge and spin: 91.23 kcal/mol.

DFT (the ωB97M-V functional and the def2-TZVPD basis) results for a cluster of 2 separate species, CH4BrClOP in total at a distorted geometry.

```
9
Properties=species:S:1:pos:R:3:forces:R:3
Br 4.98058 0.16610 -0.10370 -1.7243 -0.0415 -0.0668
Cl 2.13425 -1.68529 0.18708 -0.3783 -0.1065 0.3539
P 2.77140 0.11102 0.09307 1.9733 2.2328 -0.0641
O -0.62465 -2.14895 -0.41236 -2.4530 -0.5192 -0.3375
C 2.02982 1.56306 0.39342 -3.4781 -4.2868 1.6119
H 0.93579 1.53485 0.82889 2.2083 -0.1042 -1.1624
H -1.46348 -1.93276 0.08427 1.4212 -0.1327 -0.4207
H -1.03526 -2.69763 -1.13305 0.9124 0.6284 0.7338
H 2.36584 2.46819 0.07276 1.5185 2.3298 -0.6480
```
Forces are in eV/Å.

The lowest unoccupied orbital energy comes out at -6.13 eV. The total charge is +1. For the frontier orbital gap, the calculation gives 8.99 eV. As for the spin multiplicity: 1. As for the energy above the lowest of the compared OMol25 structures with the same formula, charge and spin: 72.15 kcal/mol.